Entry 1:
{
  "formula": "CHF2NO2S",
  "method": "ωB97M-V/def2-TZVPD",
  "symbols": ["C", "N", "O", "O", "F", "F", "S", "H"],
  "xyz": [[1.11423, -0.58250, 0.06259], [-1.96807, 0.17509, 0.35558], [0.50317, -1.41202, -0.50420], [0.65357, 0.33861, 0.89222], [2.44429, -0.49414, -0.00165], [0.23472, 1.64005, -1.41993], [-0.85475, 1.10635, 0.55277], [-2.12716, -0.77143, 0.06262]],
  "nbo_charge": [1.0804, -0.8952, -0.5585, -0.6830, -0.2985, -0.6711, 1.5744, 0.4515],
  "charge": 0,
  "e_homo_ev": [-11.4, -11.4],
  "e_lumo_ev": [-2.31, -2.31]
}

***

Entry 2:
{
  "formula": "CHF2O4P",
  "method": "ωB97M-V/def2-TZVPD",
  "symbols": ["C", "O", "O", "O", "O", "F", "F", "P", "H"],
  "xyz": [[-2.73052, 0.06163, 0.12450], [2.58334, -0.61067, 0.97175], [2.43568, -0.05238, -1.48580], [1.28361, 1.37353, 0.11021], [0.37248, -1.03071, -0.19908], [-3.66177, -0.02487, -0.92779], [-2.73109, -1.15091, 0.73507], [1.65745, -0.22444, -0.18080], [0.79080, 1.65882, 0.85193]],
  "nbo_charge": [0.7175, -1.2933, -1.2757, -1.0760, -1.2660, -0.4116, -0.3456, 2.5010, 0.4497],
  "charge": -2,
  "e_homo_ev": [1.3, 1.3],
  "e_lumo_ev": [5.68, 5.68]
}

***

Entry 3:
{
  "formula": "CHF4NO3S2",
  "method": "ωB97M-V/def2-TZVPD",
  "symbols": ["C", "N", "O", "O", "O", "F", "F", "F", "F", "S", "S", "H"],
  "xyz": [[-1.73338, 0.63728, -0.02808], [0.35042, -1.02188, -0.78791], [2.69782, -0.31854, -1.59340], [-1.36194, -1.85856, 0.88558], [0.28080, -0.03123, 1.38567], [-2.58758, 0.75551, 0.98666], [-0.89059, 1.70988, -0.10147], [-2.37814, 0.50389, -1.13408], [2.62847, -0.66748, 0.81180], [1.74212, -0.21261, -0.53489], [-0.56634, -0.73226, 0.47701], [1.81832, 1.23599, -0.36689]],
  "nbo_charge": [0.7648, -0.7181, -0.8346, -0.8306, -0.8591, -0.2823, -0.3141, -0.2708, -0.5148, 1.7046, 2.1355, 0.0196],
  "charge": 0,
  "spin_multiplicity": 3,
  "e_homo_ev": [-7.1, -12.3],
  "e_lumo_ev": [0.16, -5.96]
}

***

Entry 4:
{
  "formula": "CHFI2S",
  "method": "ωB97M-V/def2-TZVPD",
  "symbols": ["C", "F", "S", "I", "I", "H"],
  "xyz": [[0.35083, -0.47292, 0.04126], [1.05940, -1.02206, -0.94116], [-1.19667, 0.44119, -0.73879], [-0.34355, -1.98324, 1.37650], [-0.84983, 2.60611, -0.03294], [0.97983, 0.43093, 0.29514]],
  "nbo_charge": [-0.0526, -0.3524, -0.0560, 0.1574, 0.0915, 0.2121],
  "charge": 0,
  "smiles": "F[C@H](I)SI",
  "e_homo_ev": -8.9,
  "e_lumo_ev": -0.55
}

***

Entry 5:
{
  "formula": "CHFIN",
  "method": "ωB97M-V/def2-TZVPD",
  "symbols": ["C", "N", "F", "I", "H"],
  "xyz": [[-0.30547, 0.33842, 0.03900], [1.29580, 0.04417, -0.08779], [-0.67922, 1.61058, -0.02510], [-1.83992, -1.06384, 0.01194], [1.52881, -0.92933, 0.06193]],
  "nbo_charge": [0.4001, -0.6510, -0.3058, 0.2207, 0.3360],
  "charge": 0,
  "smiles": "[H]/N=C(/F)I",
  "e_homo_ev": [-9.6, -9.7],
  "e_lumo_ev": [-0.56, -0.55]
}

***

Entry 6:
{
  "formula": "CHFIPS",
  "method": "ωB97M-V/def2-TZVPD",
  "symbols": ["C", "F", "P", "S", "I", "H"],
  "xyz": [[-0.83303, 1.10630, 0.48514], [0.01162, 1.31083, 1.44579], [0.98634, -1.20854, -0.03487], [-0.57825, -0.14420, -0.71737], [2.18598, -2.03745, -2.00146], [-1.77266, 0.97305, 0.82277]],
  "nbo_charge": [0.0570, -0.3010, 0.1642, 0.0421, -0.1027, 0.1403],
  "charge": 0,
  "e_homo_ev": [-8.1, -8.6],
  "e_lumo_ev": [-0.68, -1.39]
}

***

Entry 7:
{
  "formula": "CHFIPS",
  "method": "ωB97M-V/def2-TZVPD",
  "symbols": ["C", "F", "P", "S", "I", "H"],
  "xyz": [[-0.11987, 2.07352, 0.19297], [-0.32823, 3.29440, 1.18025], [-0.87603, 0.70048, 1.12184], [1.02587, 2.25510, -0.89155], [-2.76843, 0.04759, -0.30413], [0.05743, -0.36378, 0.97518]],
  "nbo_charge": [-0.1708, -0.4243, 0.4051, 0.2467, -0.0597, 0.0029],
  "charge": 0,
  "smiles": "FC(=S)PI",
  "e_homo_ev": -9.4,
  "e_lumo_ev": -1.76
}

***

Entry 8:
{
  "formula": "CHFN2O",
  "method": "ωB97M-V/def2-TZVPD",
  "symbols": ["C", "N", "N", "O", "F", "H"],
  "xyz": [[2.47157, -0.86788, -0.05071], [0.06751, 0.59810, -0.08905], [-0.30155, 1.68524, 0.15145], [3.48425, -0.38876, 0.17882], [0.82920, 2.58240, -0.16564], [-0.41238, -0.36571, 0.12270]],
  "nbo_charge": [0.4955, -0.3546, 0.2586, -0.4998, -0.3190, 0.4193],
  "charge": 0,
  "e_homo_ev": -10.9,
  "e_lumo_ev": 0.32
}